Below is a structure of composition C35H40CrIN4O5P2 in a non-equilibrium geometry, with properties calculated with the ωB97M-V functional and the def2-TZVPD basis.

```
! wB97M-V def2-TZVPD RIJCOSX def2/J DEFGRID3
* xyz 2 2
Cr 0.5986 -1.2306 -0.1641
O 3.0372 -2.5103 2.8073
C 2.0585 -1.9972 2.3233
O 1.9718 -1.4416 1.1603
C 0.7112 -2.0513 3.0571
O 0.3332 -2.9770 3.6985
O -0.1124 -0.9895 2.8343
C -2.4792 -0.2584 1.7482
N -1.4464 0.6347 1.2060
P 0.1875 0.4425 2.0886
C -0.4472 1.5402 3.4175
C -1.0853 1.0661 4.5603
C -1.5182 1.9581 5.5334
C -1.3190 3.3194 5.3708
C -0.6720 3.7956 4.2381
C -0.2302 2.9096 3.2709
C 1.9805 0.9320 2.4840
C 2.3355 0.8321 3.8234
C 3.6345 1.1403 4.2015
C 4.5573 1.5639 3.2581
C 4.1867 1.6696 1.9249
C 2.8984 1.3413 1.5335
P -0.8877 0.6089 -0.4020
C 0.0259 2.1862 -0.4837
C -0.5846 3.3587 -0.0371
C 0.0570 4.5741 -0.2036
C 1.2938 4.6299 -0.8363
C 1.8958 3.4699 -1.3006
C 1.2597 2.2492 -1.1265
C -2.2844 1.1628 -1.4748
C -1.9379 1.6440 -2.7436
C -2.8941 2.1637 -3.5980
C -4.2234 2.2230 -3.1976
C -4.5774 1.7661 -1.9399
C -3.6172 1.2376 -1.0846
H -2.5489 -0.0731 2.8180
H -2.2803 -1.3225 1.5874
H -3.4512 -0.0304 1.3236
H -1.2296 0.0039 4.7118
H -2.0098 1.5821 6.4210
H -1.6502 4.0077 6.1369
H -0.5044 4.8580 4.1174
H 0.3065 3.2746 2.4037
H 1.6186 0.5207 4.5728
H 3.9184 1.0469 5.2412
H 5.5664 1.8072 3.5617
H 4.9063 1.9972 1.1858
H 2.6165 1.3886 0.4910
H -1.5534 3.3043 0.4447
H -0.4146 5.4818 0.1500
H 1.7862 5.5837 -0.9722
H 2.8518 3.5194 -1.8055
H 1.7212 1.3338 -1.4883
H -0.8954 1.6746 -3.0410
H -2.6005 2.5533 -4.5645
H -4.9724 2.6448 -3.8542
H -5.6045 1.8302 -1.6060
H -3.9298 0.9125 -0.1080
N 1.2075 -5.1400 1.3461
C 1.4920 -4.1596 0.5014
O 0.6057 -3.3823 0.0993
C 2.9441 -4.0979 0.0716
I 3.3857 -2.5305 -1.2996
H 0.2986 -5.1584 1.7855
H 1.9313 -5.6916 1.7804
H 3.2521 -5.0259 -0.4039
H 3.5717 -3.9020 0.9395
C -2.0899 -2.0367 -4.0973
C -1.7201 -1.9613 -2.6051
N -0.2528 -2.0251 -2.4319
C 0.3920 -1.1241 -3.4076
C 0.2029 -1.6520 -4.8470
N -0.9235 -2.6354 -4.8159
C -0.4820 -3.8668 -4.0917
C 0.1458 -3.4143 -2.7543
H -2.2811 -1.0491 -4.5176
H -2.9715 -2.6535 -4.2611
H -2.1573 -2.7920 -2.0501
H -2.1195 -1.0443 -2.1913
H 1.4545 -1.0545 -3.1844
H -0.0478 -0.1369 -3.2996
H 1.0917 -2.1677 -5.2069
H -0.0387 -0.8502 -5.5419
H -1.1959 -2.8769 -5.7679
H 0.2400 -4.4035 -4.7040
H -1.3524 -4.5058 -3.9512
H 1.2290 -3.4522 -2.8207
H -0.1656 -4.0724 -1.9478
*
```

Summary:
- HOMO (spin up / spin down): -0.45023 / -0.45996 Ha
- <S²>: 0.881
- E_LUMO (spin up / spin down): -5.398 / -5.647 eV
- Kohn-Sham gap (spin up / spin down): 6.853 / 6.869 eV

Below is a cluster of 10 separate species, C35H40F5N5O15 in total in a non-equilibrium geometry, with properties calculated with the ωB97M-V functional and the def2-TZVPD basis.

```
! wB97M-V def2-TZVPD RIJCOSX def2/J DEFGRID3
* xyz 0 1
O 3.2046 2.6337 16.1904
C 2.6084 3.4970 16.8765
O 2.9779 3.7923 18.0838
C 2.1957 4.8777 18.6797
C 0.9156 4.6289 17.9627
F 0.3910 5.7650 17.5604
O 1.3684 3.9604 16.7258
H 2.1000 4.7518 19.7582
H 2.6812 5.8022 18.3671
H 0.2002 4.0575 18.5541
O -2.1213 3.9972 15.6944
C -1.4058 3.2358 15.1088
O -1.5624 1.8999 15.2312
C -0.7800 1.2151 14.3559
C 0.2858 2.2195 13.9928
F 0.4341 2.1390 12.6501
O -0.4235 3.4948 14.3245
H -0.3756 0.3008 14.7902
H -1.4779 0.8065 13.6252
H 1.2618 1.9433 14.3919
O -3.5089 9.1284 25.6498
C -3.6351 8.1982 24.9066
O -2.7189 7.8158 23.9965
C -3.2496 6.7591 23.3107
C -4.4865 6.3517 24.0756
F -4.2603 5.3841 25.0079
O -4.7661 7.5589 24.6652
H -3.4729 7.1096 22.3031
H -2.6041 5.9043 23.1086
H -5.2618 5.9329 23.4340
O 0.5450 7.5797 22.3990
C 0.9522 7.1582 23.5136
O 1.7874 7.6793 24.4936
C 2.2415 6.5851 25.2671
C 0.8834 5.9066 25.4234
F 0.0656 6.5414 26.2472
O 0.4177 6.0415 24.0508
H 2.8799 5.9195 24.6860
H 2.6885 6.8723 26.2189
H 0.9431 4.8301 25.5840
O 0.3161 12.7222 18.7196
C 0.8287 11.6786 18.6752
O 2.1150 11.5044 18.6546
C 2.4660 10.1625 18.8210
C 1.2239 9.3912 18.3963
F 0.9540 8.3494 19.2005
O 0.2585 10.4881 18.4636
H 3.3246 9.9725 18.1769
H 2.6843 9.8651 19.8466
H 1.2007 8.9958 17.3808
C -0.7698 2.6491 25.1188
C -0.6061 2.0805 23.8890
C 0.2396 0.9749 24.0072
N 0.3716 0.6412 25.3356
C -0.1834 1.7091 26.0051
H -1.1578 3.6370 25.3183
H -0.9064 2.4380 22.9151
H 0.8339 0.3567 23.3507
H 0.8645 -0.1180 25.7837
H -0.0690 1.6579 27.0778
C -3.0072 7.8318 15.5904
C -4.1667 8.5338 15.7834
C -3.9295 9.5254 16.7381
N -2.5972 9.5027 16.9912
C -2.1348 8.4213 16.3568
H -2.8456 6.9221 15.0312
H -5.1205 8.3154 15.3263
H -4.5247 10.3389 17.1259
H -1.9955 10.0917 17.5490
H -1.1187 8.1191 16.5628
C -6.2024 6.3684 17.6037
C -5.4553 5.2924 17.1005
C -5.0604 4.5631 18.1561
N -5.2304 5.2572 19.3311
C -6.0480 6.3634 19.0425
H -6.8184 7.0946 17.0943
H -5.3818 4.9658 16.0737
H -4.6344 3.5726 18.0942
H -4.9509 4.9111 20.2379
H -6.4465 6.9343 19.8681
C -1.1196 5.0289 21.1703
C -1.7073 3.9843 20.4469
C -2.2564 4.4232 19.3156
N -2.0680 5.7858 19.3654
C -1.4166 6.1417 20.5158
H -0.6151 4.9540 22.1223
H -1.7092 2.9356 20.7049
H -2.6619 4.0402 18.3907
H -2.3610 6.3395 18.5731
H -1.1018 7.1569 20.7074
C -0.7411 -0.0144 20.6894
C -1.2864 0.4895 19.4565
C -0.4612 0.1247 18.4867
N 0.5650 -0.6354 18.9264
C 0.3241 -0.7991 20.3341
H -1.1610 0.1118 21.6764
H -2.0541 1.2343 19.3070
H -0.6169 0.2767 17.4289
H 1.3050 -1.0951 18.4154
H 0.8918 -1.5320 20.8882
*
```

Summary:
- HOMO: -0.28293 Ha
- SMILES: O=C1OC[C@@H](F)O1.O=C1OC[C@@H](F)O1.O=C1OC[C@@H](F)O1.O=C1OC[C@@H](F)O1.O=C1OC[C@@H](F)O1.c1cc[nH]c1.c1cc[nH]c1.c1cc[nH]c1.c1cc[nH]c1.c1cc[nH]c1
- E_LUMO: 0.072 eV
- Kohn-Sham gap: 7.771 eV

Below is a cluster of 17 separate species, C35H41Cl48N4O in total in a non-equilibrium geometry, with properties calculated with the ωB97M-V functional and the def2-TZVPD basis.

```
! wB97M-V def2-TZVPD RIJCOSX def2/J DEFGRID3
* xyz 1 1
C -0.3152 -2.1634 1.9142
C -0.3946 -1.6015 0.8665
N -0.4353 -0.9137 -0.3182
C -1.2850 0.0990 -0.3939
C -1.3263 0.8258 -1.5805
C -2.2763 1.9660 -1.7109
N -3.4435 1.6268 -2.5599
C -0.4618 0.4309 -2.5732
C -0.3986 1.1698 -3.8881
C 0.2538 2.5797 -3.7683
C 1.2170 2.7818 -2.6019
N 2.1136 3.9210 -2.8343
C 3.0986 3.6637 -3.8811
C 4.2746 2.7757 -3.4865
C 4.7199 2.5782 -2.1925
C 5.8228 1.8075 -1.9283
C 6.5338 1.1886 -2.9353
C 6.0853 1.3628 -4.2340
C 4.9704 2.1344 -4.4929
O 4.5593 2.2707 -5.8060
C 0.3924 -0.7011 -2.3895
C 1.3168 -1.2289 -3.4389
C 2.4500 -0.2726 -3.8377
N 0.3953 -1.3595 -1.2560
H -0.0524 -2.3935 2.9176
H -1.9241 0.3323 0.4370
H -2.6617 2.2138 -0.7200
H -1.7838 2.8686 -2.0572
H -3.4224 0.6266 -2.7279
H -4.2946 1.7720 -2.0335
H 0.1078 0.5586 -4.6208
H -1.4273 1.2706 -4.2321
H -0.5678 3.2709 -3.6076
H 0.6721 2.8246 -4.7390
H 1.8279 1.9041 -2.3559
H 0.6087 3.0251 -1.7357
H 2.6342 4.0242 -1.9725
H 2.6648 3.2625 -4.7897
H 3.5294 4.6267 -4.1580
H 4.2084 3.0437 -1.3606
H 6.1826 1.6841 -0.9171
H 7.4238 0.6136 -2.7579
H 6.6151 0.8882 -5.0335
H 4.6118 1.3970 -6.2044
H 0.7727 -1.5219 -4.3360
H 1.7739 -2.1299 -3.0381
H 3.2258 -0.2741 -3.0820
H 2.1221 0.7305 -4.0696
H 2.9192 -0.6576 -4.7423
C -0.3712 -6.4126 0.7362
Cl -1.9246 -6.9645 0.1059
Cl -0.3361 -4.6432 0.8077
Cl -0.0516 -7.0827 2.3280
H 0.4033 -6.7536 0.0627
C -2.7938 -8.4549 5.4832
Cl -2.8508 -6.9921 6.4708
Cl -3.0894 -8.0921 3.7860
Cl -1.2384 -9.2600 5.6952
H -3.5704 -9.1260 5.8270
C -3.6247 -2.8726 5.4163
Cl -2.5540 -2.4971 6.7620
Cl -4.9320 -1.6878 5.3419
Cl -2.7287 -2.9174 3.8938
H -4.0582 -3.8528 5.5803
C 0.3686 2.9642 2.0643
Cl -0.4504 2.2759 3.4569
Cl 0.4209 1.7851 0.7333
Cl -0.4263 4.4400 1.5253
H 1.3851 3.2045 2.3475
C -1.2106 7.7012 3.5123
Cl -1.6208 8.9980 2.3862
Cl 0.0671 8.2116 4.6132
Cl -2.6345 7.1767 4.4081
H -0.8463 6.8612 2.9379
C 5.0327 -2.6335 -1.7780
Cl 5.6267 -1.2446 -2.7045
Cl 3.7880 -2.1221 -0.6307
Cl 4.4073 -3.8958 -2.8454
H 5.8590 -3.0470 -1.2151
C -4.4279 -3.5001 -0.9546
Cl -2.9696 -2.6427 -1.5075
Cl -4.4155 -5.1605 -1.5258
Cl -4.5579 -3.4412 0.7961
H -5.2886 -3.0003 -1.3783
C -8.6918 -2.1539 6.1596
Cl -9.4027 -0.5550 6.3919
Cl -8.4157 -2.9539 7.7043
Cl -9.7211 -3.1285 5.1110
H -7.7372 -2.0315 5.6666
C -6.8779 -6.7862 3.7524
Cl -6.0021 -7.3757 5.1735
Cl -7.8627 -5.3771 4.1459
Cl -5.7629 -6.3859 2.4421
H -7.5331 -7.5785 3.4160
C 3.2341 -8.3395 0.0748
Cl 3.0729 -8.6688 1.7954
Cl 1.7866 -8.8525 -0.8003
Cl 3.5529 -6.6233 -0.2105
H 4.0720 -8.9085 -0.3045
C 10.1027 1.8935 -5.9160
Cl 8.7157 1.6345 -4.8414
Cl 11.6223 1.6224 -5.0619
Cl 9.9724 0.8397 -7.3209
H 10.0831 2.9209 -6.2537
C -0.8350 12.9015 2.7694
Cl 0.1626 13.2615 4.1825
Cl -2.2551 13.9441 2.7265
Cl 0.1066 13.0642 1.2857
H -1.1719 11.8768 2.8490
C -8.3307 2.2430 3.8371
Cl -8.2971 3.8287 4.6020
Cl -8.7217 2.3844 2.1222
Cl -6.7884 1.4109 4.0574
H -9.1014 1.6512 4.3133
C 7.8449 -2.3602 -8.8560
Cl 9.0345 -1.3655 -9.7025
Cl 8.1582 -4.0717 -9.1273
Cl 7.8179 -2.0018 -7.1258
H 6.8689 -2.1281 -9.2597
C -2.4042 -12.1132 2.9736
Cl -1.4472 -10.7390 2.4147
Cl -3.6959 -11.6067 4.0686
Cl -3.0767 -12.9992 1.6064
H -1.7486 -12.7797 3.5174
C -1.6200 15.6004 6.7750
Cl -3.3477 15.7620 6.4607
Cl -0.9101 17.1591 7.1933
Cl -1.3226 14.4163 8.0493
H -1.1466 15.2453 5.8690
*
```

Summary:
- HOMO: -0.39782 Ha
- E_LUMO: -4.235 eV
- Kohn-Sham gap: 6.590 eV

Below is a structure of composition C35H41ClLaN3O2S3 in a non-equilibrium geometry, with properties calculated with the ωB97M-V functional and the def2-TZVPD basis.

```
! wB97M-V def2-TZVPD RIJCOSX def2/J DEFGRID3
* xyz 0 1
La 0.6785 0.6392 0.1248
C 2.8495 -0.8097 -0.5827
C 2.0825 -1.5286 -1.5588
C 1.7430 -2.7735 -1.0150
C 2.2404 -2.8327 0.3134
C 2.9458 -1.6481 0.5699
C 3.9408 -1.4378 1.6719
C 2.1241 -3.9937 1.2490
C 1.1302 -3.9046 -1.7878
C 1.7926 -1.0725 -2.9551
C 3.9257 0.1855 -0.9341
H 4.9475 -1.7027 1.3298
H 3.7372 -2.0611 2.5426
H 3.9932 -0.4024 2.0153
H 1.6150 -3.7409 2.1871
H 3.0992 -4.4015 1.5299
H 1.5637 -4.8146 0.8001
H 1.8861 -4.4157 -2.3900
H 0.3513 -3.5647 -2.4707
H 0.6883 -4.6664 -1.1454
H 1.4496 -1.9000 -3.5759
H 2.6706 -0.6434 -3.4413
H 1.0108 -0.3043 -3.0268
H 4.8450 -0.3279 -1.2363
H 4.1993 0.8397 -0.1011
H 3.6472 0.8444 -1.7542
O 1.3239 3.8916 2.7143
C 0.8922 2.7730 2.5503
N -0.1533 2.3451 1.7733
C -1.2717 3.1081 1.6760
O -1.6419 3.9853 2.4344
C -2.1329 2.7677 0.4714
C -3.3054 3.4804 0.2558
C -4.0126 3.2635 -0.9126
C -3.5272 2.3449 -1.8287
C -2.3637 1.6622 -1.5185
N -1.6842 1.8560 -0.3912
C 1.5644 1.5952 3.2515
C 2.3571 1.8462 4.3594
C 2.7724 0.7521 5.1044
C 2.4040 -0.5209 4.6973
C 1.6773 -0.6680 3.5246
N 1.2637 0.3729 2.8087
H -3.6042 4.2050 0.9985
H -4.9212 3.8143 -1.1156
H -4.0245 2.1625 -2.7704
H -1.9406 0.9539 -2.2218
H 2.5921 2.8671 4.6191
H 3.3655 0.8888 5.9991
H 2.6948 -1.3962 5.2604
H 1.4263 -1.6463 3.1358
C -4.3580 -1.5045 -0.5577
C -3.2794 -1.6431 -1.6271
S -1.5161 -1.6692 -1.2017
C -1.3973 -3.0109 -0.0030
C -1.9431 -2.8095 1.4104
S -1.4738 -1.2052 2.0923
C -2.9695 -0.6140 2.9150
C -4.2915 -0.7210 2.1583
S -4.2854 -0.0306 0.4929
H -4.3741 -2.3917 0.0733
H -5.3143 -1.4984 -1.0865
H -3.3712 -0.8376 -2.3583
H -3.4927 -2.5637 -2.1779
H -0.3236 -3.1675 0.0731
H -1.8235 -3.9205 -0.4329
H -1.5327 -3.6128 2.0261
H -3.0247 -2.9138 1.4445
H -2.7481 0.4342 3.1284
H -3.0847 -1.1124 3.8805
H -5.0400 -0.1720 2.7338
H -4.6501 -1.7511 2.1261
Cl -0.7198 2.7884 -6.6144
C -0.0494 2.8181 -5.0049
C -0.7447 3.4428 -3.9820
C -0.2152 3.4450 -2.7057
C 1.0110 2.8292 -2.3984
C 1.5157 2.7701 -1.0204
C 1.6990 2.2517 -3.4779
C 1.1827 2.2357 -4.7604
H -1.6880 3.9303 -4.1896
H -0.7511 3.9640 -1.9193
H 1.1307 3.5921 -0.4108
H 2.6084 2.7900 -0.9790
H 2.6742 1.8147 -3.3102
H 1.7328 1.7770 -5.5706
*
```

Summary:
- HOMO: -0.25255 Ha
- E_LUMO: -0.052 eV
- Kohn-Sham gap: 6.820 eV

Below is a structure of composition C35H41ClN2OPS2Tc in a non-equilibrium geometry, with properties calculated with the ωB97M-V functional and the def2-TZVPD basis.

```
! wB97M-V def2-TZVPD RIJCOSX def2/J DEFGRID3
* xyz 1 4
Tc 0.2980 0.0540 -1.1520
N -1.2212 3.5268 -0.3102
C -1.2226 3.6199 1.0668
C -2.0032 4.5852 1.7829
C -1.9421 4.6380 3.1365
C -1.1007 3.8167 3.8701
C -0.4235 2.8232 3.2011
C -0.5399 2.6295 1.8306
P 0.5795 1.3190 1.1141
C 0.4825 0.0553 2.4378
C 1.6465 -0.6720 2.7336
C 1.5850 -1.5053 3.8486
C 0.4638 -1.6708 4.6757
C -0.6931 -0.9806 4.2532
C -0.7065 -0.1854 3.1385
C 2.0895 2.3118 1.2974
C 2.4868 3.2488 0.3179
C 3.6321 4.0320 0.4781
C 4.3375 3.9640 1.7056
C 3.9476 3.0582 2.6599
C 2.8849 2.1846 2.4404
H -1.6025 4.3391 -0.7423
H -0.2972 3.3326 -0.7611
H -2.5349 5.3252 1.1636
H -2.5017 5.4138 3.6830
H -0.9380 3.9670 4.8838
H 0.2551 2.1661 3.7101
H 2.5129 -0.5532 2.0853
H 2.5573 -1.8988 4.1534
H 0.5224 -2.2513 5.6270
H -1.5892 -1.0658 4.8890
H -1.6375 0.3359 2.8174
H 1.8667 3.4271 -0.5397
H 4.0154 4.6494 -0.3148
H 5.1603 4.6391 1.8797
H 4.5135 3.0066 3.5941
H 2.6212 1.4571 3.2417
C 0.5516 2.4196 -4.9454
C 0.4986 1.3854 -3.8927
S 1.0589 1.7785 -2.2999
C 0.2602 0.0732 -4.2742
C -0.0126 -0.3040 -5.6700
S 0.2444 -1.2470 -3.1630
H 1.0742 1.9209 -5.7758
H 1.1420 3.3234 -4.6149
H -0.4188 2.8032 -5.2853
H 0.8818 -0.5714 -6.2238
H -0.4433 0.4874 -6.2539
H -0.7239 -1.1499 -5.6656
C 3.5838 -0.0987 -1.7616
O 2.5923 -0.3898 -0.7898
H 4.5168 -0.5456 -1.4047
H 3.6698 1.0009 -1.7582
H 3.3490 -0.5354 -2.7244
H 2.6822 -1.2739 -0.4551
C -1.0637 -4.5819 1.5801
C -0.1638 -4.3409 0.3016
C -0.9182 -4.7743 -0.9622
C 1.1670 -5.1555 0.5377
C 0.0867 -2.9345 0.1130
N 0.1656 -1.7995 -0.2164
H -0.8951 -5.5928 2.0210
H -2.0992 -4.4763 1.2678
H -0.8563 -3.8556 2.4024
H -1.4471 -5.7144 -0.7464
H -0.2633 -4.9538 -1.8329
H -1.6010 -3.9830 -1.2590
H 0.9585 -6.2001 0.7532
H 1.8031 -4.7338 1.3204
H 1.7163 -5.1545 -0.4297
Cl -5.7851 -3.9663 -1.8281
C -4.5860 -2.7530 -1.6847
C -4.4600 -2.0431 -0.4917
C -3.5448 -0.9654 -0.4281
C -2.6673 -0.6653 -1.5004
C -1.6772 0.3914 -1.3149
C -2.9885 -1.2438 -2.7676
C -3.8654 -2.3383 -2.8327
H -5.0847 -2.3657 0.3504
H -3.5653 -0.3226 0.4686
H -1.8363 0.8241 -0.3258
H -1.9947 1.2097 -1.9927
H -2.4532 -0.9124 -3.6481
H -4.0927 -2.8179 -3.7929
*
```

Summary:
- HOMO (spin up / spin down): -0.37015 / -0.38101 Ha
- <S²>: 3.778
- E_LUMO (spin up / spin down): -2.050 / -4.597 eV
- Kohn-Sham gap (spin up / spin down): 8.023 / 5.770 eV

no.,E (eV)
1,-108225.919
2,-88689.337
3,-646033.260
4,-91415.620
5,-87661.884